1.
Entry from the OMol25 dataset: C9H7LuN2O5S as an isolated structure in a non-equilibrium geometry (ωB97M-V/def2-TZVPD).

Output
net charge = +2
energy above the lowest of the compared OMol25 structures with the same formula, charge and spin = 0.0 kcal per mole
gap between HOMO and LUMO = 5.917 eV
highest occupied orbital energy = -0.595 Eh

```
25
Properties=species:S:1:pos:R:3:forces:R:3:lowdin_charge:R:1
O -0.57561 -4.44266 -2.72188 -3.823 4.560 -3.179 -0.009
C -1.24426 -3.63392 -3.27803 3.841 -4.493 3.206 0.052
Lu -1.03973 0.92672 -1.23159 -2.088 0.297 -0.364 1.130
O 1.19515 -1.70355 -0.87710 -2.066 2.124 -0.375 0.191
C 0.39870 -0.88322 -0.92856 3.303 -3.888 1.703 -0.126
C 1.15536 1.81804 -1.35646 2.592 0.805 0.028 -0.052
O 2.24508 2.09640 -1.40732 -1.499 -0.274 -0.017 0.233
C -0.96568 0.77437 -3.82603 -5.088 3.173 -5.415 -0.130
O -1.30744 1.04255 -4.87924 0.980 -0.516 1.693 0.336
C 0.22378 -0.09187 -3.20801 8.056 -5.132 1.409 -0.312
O 1.05652 -0.69192 -3.85177 -4.737 3.218 1.498 0.207
H -1.98787 2.43802 -1.86525 0.201 0.275 -0.674 -0.102
C -0.97131 -1.34574 2.56075 -0.078 -0.221 0.234 0.010
N -0.13718 -0.16120 2.36164 -0.163 0.813 -0.682 -0.103
C 1.17453 -0.00252 2.77642 -0.432 -1.932 0.800 -0.006
C 1.59269 1.18713 2.36175 1.800 1.494 -0.031 -0.045
N 0.56096 1.76712 1.68126 -0.913 1.003 -0.984 0.066
C -0.52970 0.95191 1.67461 1.099 -0.952 1.099 -0.796
S -2.09246 1.25935 1.05905 -0.116 0.065 -0.385 0.644
H -2.00804 -1.03402 2.71015 0.225 -0.080 0.070 0.091
H -0.92130 -2.01537 1.69244 0.065 0.192 0.184 0.099
H -0.60009 -1.87468 3.44430 -0.185 0.113 -0.218 0.117
H 1.66880 -0.79360 3.35511 -0.214 0.615 -0.358 0.163
H 2.55485 1.70450 2.50514 -0.737 -0.452 -0.089 0.161
H 0.55426 2.70819 1.24861 -0.023 -0.807 0.849 0.181
```
Positions in Å, forces in eV/Å.

---

2.
Entry from the OMol25 dataset: a 2-piece molecular cluster, C4H9O3 overall (ωB97M-V/def2-TZVPD).

Output
net charge = -1
energy above the lowest of the compared OMol25 structures with the same formula, charge and spin = 5.6 kcal per mole
gap between HOMO and LUMO = 8.448 eV
highest occupied orbital energy = -0.164 Eh

```
16
Properties=species:S:1:pos:R:3:forces:R:3:lowdin_charge:R:1
C -0.49918 1.92420 0.87775 -0.126 0.173 -0.214 -0.360
C -0.22442 3.09560 -0.07034 -0.080 -0.339 0.252 -0.100
O -1.52986 1.10214 0.40220 0.068 -0.221 -0.055 -0.118
H 0.41089 1.33666 1.01115 0.168 -0.002 0.092 0.092
H -0.79463 2.32244 1.85598 0.011 -0.029 0.041 0.096
H 0.19277 2.72270 -1.00095 0.007 -0.040 -0.179 0.065
H -1.09559 0.34491 -0.08488 -0.163 0.188 -0.003 0.032
H 0.48589 3.79232 0.37552 0.036 0.157 0.022 0.056
H -1.16666 3.60245 -0.28376 0.056 0.099 -0.014 0.063
C 1.81384 -1.43296 0.19205 -0.064 -0.019 0.153 -0.051
C 0.42289 -1.75367 -0.38730 -0.077 0.087 -0.412 -0.752
O -0.19455 -0.77843 -0.92043 0.071 -0.131 0.287 -0.111
O 0.06557 -2.93991 -0.34647 -0.028 -0.004 0.114 -0.069
H 1.99830 -0.36031 0.17856 0.088 0.025 0.036 0.043
H 2.55677 -1.94023 -0.42566 0.060 0.013 0.014 0.057
H 1.90695 -1.82450 1.21099 -0.028 0.044 -0.136 0.059
```
Positions in Å, forces in eV/Å.

---

3.
Entry from the OMol25 dataset: the molecule C3HNO2 in a non-equilibrium geometry (ωB97M-V/def2-TZVPD).

Output
energy above the lowest of the compared OMol25 structures with the same formula, charge and spin = 0.0 kcal per mole
gap between HOMO and LUMO = 9.337 eV
highest occupied orbital energy = -0.412 Eh

```
7
Properties=species:S:1:pos:R:3:forces:R:3:lowdin_charge:R:1
O -0.22614 1.15537 -1.39350 0.340 -0.109 0.531 0.112
C 0.44714 0.95827 -0.41879 -0.242 0.178 -0.440 -0.167
C 0.25424 -0.27824 0.45948 0.300 -0.146 0.388 -0.337
O 1.02027 -0.54372 1.34923 -0.395 0.142 -0.441 0.153
C -0.91473 -1.11884 0.14370 -0.847 -0.681 -0.144 -0.099
N -1.83520 -1.78718 -0.06355 0.905 0.675 0.174 0.199
H 1.26110 1.61957 -0.07032 -0.062 -0.059 -0.068 0.138
```
Positions in Å, forces in eV/Å.

---

4.
Entry from the OMol25 dataset: an isolated ion of composition C3H2NO3S2 and charge -1 (ωB97M-V/def2-TZVPD).

Output
net charge = -1
energy above the lowest of the compared OMol25 structures with the same formula, charge and spin = 0.0 kcal per mole
gap between HOMO and LUMO = 8.464 eV
highest occupied orbital energy = -0.197 Eh

```
11
Properties=species:S:1:pos:R:3:forces:R:3:lowdin_charge:R:1
C 0.20542 1.17946 0.21177 -0.193 -0.175 -0.535 -0.238
C 0.55346 0.28125 2.16350 -0.157 -0.920 -0.189 -0.500
C -0.07462 -0.10317 -0.12795 -0.157 -0.407 -0.439 -0.594
N 0.55745 1.38816 1.50915 0.183 0.589 0.401 -0.042
O 0.67535 -1.61368 -2.04797 -0.281 0.052 0.021 -0.378
O -1.68640 -1.66041 -1.38678 0.213 0.071 -0.041 -0.384
O -0.78191 0.28855 -2.57331 0.041 -0.152 0.151 -0.371
S 0.11121 -1.12294 1.22808 0.190 0.605 0.546 1.016
S -0.51977 -0.85264 -1.71035 0.132 0.294 -0.043 0.339
H 0.15920 2.00739 -0.47070 -0.033 0.099 -0.186 0.104
H 0.80061 0.20804 3.20456 0.061 -0.058 0.312 0.049
```
Positions in Å, forces in eV/Å.

---

5.
Entry from the OMol25 dataset: the molecule C21H23F2NO5 in a non-equilibrium geometry (ωB97M-V/def2-TZVPD).

Output
energy above the lowest of the compared OMol25 structures with the same formula, charge and spin = 1.2 kcal per mole
gap between HOMO and LUMO = 8.648 eV
highest occupied orbital energy = -0.295 Eh

```
52
Properties=species:S:1:pos:R:3:forces:R:3:lowdin_charge:R:1
C -3.93441 -4.45406 0.06528 0.110 0.445 0.046 -0.061
C -3.20761 -3.15599 0.37881 0.188 -0.374 0.067 -0.250
H -2.27289 -3.09527 -0.19599 -0.084 0.060 0.104 0.128
H -2.96733 -3.10242 1.44909 0.014 0.061 -0.125 0.129
O -4.06839 -2.09026 0.02051 -0.185 0.130 -0.060 -0.026
C -3.66736 -0.82027 0.25011 -0.153 0.254 -0.082 -0.183
C -2.43542 -0.44625 0.76848 -0.047 -0.091 -0.034 0.055
C -2.12358 0.89554 0.95818 -0.273 0.011 0.138 -0.155
C -3.05081 1.87367 0.64818 0.176 -0.191 0.048 -0.025
C -4.28834 1.51906 0.12956 -0.065 0.017 -0.015 0.009
C -4.59266 0.19004 -0.07459 -0.141 -0.260 -0.082 -0.129
O -5.80446 -0.28249 -0.59735 0.996 -0.234 0.445 0.097
C -6.75268 0.56348 -0.98738 -1.394 0.282 -0.644 -0.462
F -7.21728 1.36405 0.00902 0.074 -0.047 0.348 0.084
F -6.34500 1.42629 -1.95814 0.285 -0.037 -0.171 0.083
H -7.60295 -0.01513 -1.38153 0.376 0.123 0.169 0.175
H -4.99924 2.29486 -0.10375 -0.068 -0.035 -0.024 0.116
H -2.82441 2.91425 0.82070 0.039 0.128 -0.002 0.125
C -0.80311 1.25186 1.57729 -0.132 0.038 -0.061 -0.428
O -0.59895 1.10728 2.76908 -0.073 -0.140 0.286 0.073
N 0.11906 1.74878 0.72458 0.205 0.145 0.036 -0.023
C -0.09732 1.79307 -0.71176 -0.280 0.040 -0.566 -0.129
C 1.16422 2.23989 -1.45773 -0.048 -0.119 0.180 -0.105
C 2.34228 1.45588 -0.96700 0.088 -0.020 0.088 -0.187
C 3.25657 0.82004 -1.78271 0.148 -0.086 0.206 0.056
C 4.32767 0.09911 -1.25890 -0.093 0.072 -0.015 -0.189
C 4.46757 0.00704 0.13974 0.152 -0.078 -0.049 -0.181
C 3.53447 0.64309 0.95088 0.017 0.034 -0.021 0.042
C 2.48585 1.36655 0.41098 -0.013 -0.036 -0.131 -0.156
C 1.44576 2.06263 1.23464 0.189 0.085 0.291 -0.072
H 1.59814 3.15019 1.19333 -0.003 -0.077 0.091 0.139
H 1.46847 1.74756 2.27957 0.037 0.118 -0.154 0.124
H 3.61610 0.58015 2.02383 0.051 -0.053 0.131 0.111
O 5.52000 -0.71721 0.64579 -0.200 0.110 -0.397 -0.119
C 5.67041 -0.80701 2.04031 0.030 -0.021 0.196 -0.082
H 6.56131 -1.41426 2.19526 -0.068 0.047 0.059 0.095
H 5.82127 0.17711 2.49544 -0.025 -0.034 -0.006 0.098
H 4.81273 -1.29927 2.50961 0.022 0.036 -0.005 0.098
O 5.12763 -0.45624 -2.21257 -0.301 0.141 0.083 -0.069
C 6.30363 -1.15827 -1.87924 0.419 -0.260 -0.024 -0.077
H 6.08923 -2.05798 -1.29926 0.043 0.077 -0.060 0.093
H 7.00645 -0.53146 -1.32669 -0.040 -0.060 -0.044 0.095
H 6.74365 -1.43955 -2.83616 -0.006 0.011 0.075 0.093
H 3.17088 0.86723 -2.85699 0.004 -0.007 -0.166 0.128
H 1.01571 2.10421 -2.52853 -0.035 0.057 0.009 0.121
H 1.33503 3.30391 -1.27018 -0.033 0.049 -0.068 0.125
H -0.92162 2.47704 -0.94156 0.100 -0.125 -0.055 0.121
H -0.38399 0.79431 -1.06333 0.012 0.147 -0.037 0.135
H -1.70289 -1.18987 1.03878 0.031 -0.130 0.022 0.123
H -4.17735 -4.49628 -0.99269 -0.015 -0.054 -0.103 0.078
H -4.85822 -4.50709 0.63411 -0.085 -0.053 0.061 0.079
H -3.30581 -5.30156 0.32291 0.053 -0.097 0.020 0.076
```
Positions in Å, forces in eV/Å.

---

6.
Entry from the OMol25 dataset: the molecule C5H10O2 in a non-equilibrium geometry (ωB97M-V/def2-TZVPD).

Output
energy above the lowest of the compared OMol25 structures with the same formula, charge and spin = 64.7 kcal per mole
gap between HOMO and LUMO = 10.425 eV
highest occupied orbital energy = -0.347 Eh

```
17
Properties=species:S:1:pos:R:3:forces:R:3:lowdin_charge:R:1
C -2.04109 0.90036 -0.71785 0.207 0.028 -0.480 -0.068
O -0.88659 0.19330 -1.30376 -0.280 0.130 -0.096 -0.225
C 0.52718 0.25203 -1.02186 -0.064 0.156 0.144 -0.154
C 0.85486 -0.76863 0.09095 -0.124 0.076 0.103 -0.309
C 1.87478 -0.26170 1.09787 0.059 0.040 0.065 -0.069
C -0.51259 -0.87929 0.72672 -0.112 -0.083 0.463 -0.268
O -0.84859 -0.15992 1.63635 -0.013 -0.459 0.117 0.049
H -2.07323 1.38039 0.28462 1.152 -0.451 -0.546 0.091
H -2.84987 0.15196 -0.66487 0.408 0.178 -0.270 0.093
H -2.27888 1.65116 -1.46229 -0.323 0.182 -0.013 0.076
H 0.88086 1.24728 -0.72563 -0.338 -0.006 0.088 0.127
H 1.08008 -0.00703 -1.94254 -0.638 0.141 0.166 0.130
H 1.14822 -1.74616 -0.31974 -0.131 0.282 -0.024 0.143
H 1.87128 -0.90353 1.98352 0.141 0.080 -0.090 0.084
H 2.88752 -0.22958 0.68501 -0.143 -0.021 0.003 0.082
H 1.59273 0.74356 1.42101 0.097 -0.122 0.024 0.081
H -1.22667 -1.56419 0.23250 0.104 -0.148 0.347 0.137
```
Positions in Å, forces in eV/Å.

---

| no. | M (u) |
| --- | --- |
| 1 | 430.20 |
| 2 | 105.11 |
| 3 | 83.05 |
| 4 | 164.19 |
| 5 | 407.41 |
| 6 | 102.13 |